# 1
A cluster of 17 separate species, C30H20Cl65FNO4 in total at a distorted geometry. Source: OMol25; level of theory: ωB97M-V/def2-TZVPD.

Each line ends with the Löwdin charge.
Element x y z (Å)
C: 3.0537 -2.7861 1.0183  0.059
C: 3.1475 -1.7892 0.3668  -0.096
C: 3.2863 -0.5257 -0.5748  -0.359
C: 4.3210 -0.8121 -1.7874  -0.076
C: 5.0902 -2.1766 -1.6724  -0.281
C: 4.2654 -3.4186 -2.2161  -0.135
F: 6.2254 -2.0636 -2.5944  -0.211
C: 1.8719 -0.3692 -1.2925  -0.646
O: 1.1329 -1.3717 -1.3907  -0.127
O: 1.4971 0.7487 -1.8131  -0.073
N: 3.7796 0.6639 0.1008  -0.497
Cl: 5.3290 0.4547 0.8120  0.702
C: 2.8304 1.3778 0.9560  -0.225
C: 2.5725 0.7353 2.4029  -0.193
C: 1.1371 0.0870 2.5844  -0.199
C: -0.0647 1.0765 2.3061  -0.164
C: -0.7634 0.6686 0.9123  -0.151
O: -2.1524 0.2703 1.1549  -0.084
C: -2.7394 -0.2655 0.0084  -0.473
C: -2.2269 -1.5495 -0.7298  -0.024
O: -3.7252 0.2891 -0.4068  0.092
H: 2.8598 -3.6427 1.6921  0.059
H: 3.7402 -0.8554 -2.7579  0.130
H: 5.0385 0.0470 -1.9283  0.117
H: 5.5550 -2.3766 -0.6728  0.131
H: 4.8013 -3.9336 -3.0665  -0.046
H: 3.9696 -4.1218 -1.4039  0.033
H: 3.3258 -3.0056 -2.6909  0.043
H: 3.3142 2.3789 1.1821  0.112
H: 1.8454 1.6293 0.4936  0.109
H: 3.3322 -0.0356 2.6897  0.079
H: 2.6506 1.5591 3.1774  0.105
H: 1.0612 -0.2131 3.6770  0.106
H: 1.0919 -0.8804 2.0133  0.096
H: -0.8676 1.0368 3.0940  0.081
H: 0.2855 2.1362 2.2077  0.070
H: -0.6742 1.4911 0.1450  0.138
H: -0.2404 -0.2251 0.4784  0.093
H: -1.8170 -1.2360 -1.7276  0.041
H: -1.3620 -1.9798 -0.1451  0.054
H: -3.0140 -2.3292 -0.8655  0.039
C: -1.8019 -2.0711 -5.1534  -1.993
Cl: -3.2458 -2.4546 -4.1930  0.519
Cl: -1.2017 -3.5491 -5.9421  0.478
Cl: -2.2216 -0.8747 -6.3962  0.481
Cl: -0.5468 -1.4001 -4.0987  0.578
C: -2.4953 3.6106 4.3182  -2.021
Cl: -3.2988 2.8706 2.9344  0.578
Cl: -0.8620 4.1045 3.8468  0.542
Cl: -3.4138 5.0339 4.8531  0.462
Cl: -2.3996 2.4362 5.6459  0.516
C: 5.6276 -5.2714 -5.9784  -1.967
Cl: 7.2097 -6.0522 -6.1673  0.525
Cl: 5.0646 -4.6893 -7.5549  0.509
Cl: 4.4565 -6.4522 -5.3412  0.511
Cl: 5.7757 -3.9022 -4.8578  0.571
C: -3.4800 -5.2057 0.9101  -2.003
Cl: -1.8068 -4.6621 0.7219  0.557
Cl: -3.5009 -6.9563 1.2207  0.494
Cl: -4.2290 -4.3512 2.2719  0.502
Cl: -4.3858 -4.8605 -0.5748  0.531
C: 0.7346 -5.1542 -2.6296  -1.939
Cl: 1.7502 -5.1489 -4.0934  0.523
Cl: 1.4946 -4.2039 -1.3624  0.647
Cl: -0.8283 -4.4300 -3.0147  0.437
Cl: 0.5065 -6.8246 -2.0625  0.517
C: -2.6345 3.2094 -7.5181  -2.033
Cl: -2.8856 3.0947 -5.7696  0.536
Cl: -1.0969 4.0300 -7.8432  0.515
Cl: -2.5922 1.5801 -8.2157  0.482
Cl: -3.9630 4.1309 -8.2493  0.508
C: 3.9965 -0.5913 -7.6901  -1.980
Cl: 4.8837 -1.4571 -6.4285  0.469
Cl: 3.3704 -1.7546 -8.8759  0.513
Cl: 2.6476 0.2945 -6.9597  0.545
Cl: 5.0802 0.5592 -8.5111  0.453
C: 3.8920 2.6637 -11.7066  -2.043
Cl: 2.5345 2.1866 -10.6731  0.511
Cl: 4.5182 1.2387 -12.5556  0.513
Cl: 3.3406 3.8632 -12.8913  0.511
Cl: 5.1771 3.3677 -10.7082  0.506
C: -4.1699 -6.8128 -5.0851  -2.021
Cl: -5.5997 -7.2333 -4.1204  0.507
Cl: -3.5706 -8.2625 -5.9150  0.513
Cl: -4.6087 -5.5844 -6.2857  0.513
Cl: -2.9056 -6.1740 -4.0225  0.466
C: -4.4209 8.5125 6.4413  -2.010
Cl: -3.5795 7.6084 7.7111  0.495
Cl: -5.0774 7.3798 5.2467  0.494
Cl: -5.7452 9.4488 7.1612  0.519
Cl: -3.2821 9.6131 5.6457  0.512
C: -1.6732 7.9456 11.2070  -2.013
Cl: -1.7163 9.3804 10.1679  0.465
Cl: -3.1788 7.8440 12.1373  0.506
Cl: -1.4993 6.4918 10.2038  0.512
Cl: -0.2972 8.0631 12.3187  0.529
C: -7.4263 -6.1779 4.0336  -2.009
Cl: -6.7494 -4.7197 4.7817  0.520
Cl: -8.9551 -5.7745 3.2302  0.524
Cl: -6.2828 -6.8153 2.8416  0.461
Cl: -7.7218 -7.4004 5.2863  0.494
C: -4.4036 11.5244 12.9297  -2.037
Cl: -5.2198 10.7958 11.5350  0.505
Cl: -2.7685 12.0238 12.4637  0.510
Cl: -5.3203 12.9404 13.4770  0.517
Cl: -4.3056 10.3400 14.2460  0.500
C: 0.8494 9.6955 6.4434  -2.030
Cl: -0.1520 11.1585 6.3621  0.499
Cl: 0.3839 8.7420 7.8619  0.487
Cl: 0.6067 8.7307 4.9772  0.525
Cl: 2.5569 10.1561 6.5731  0.521
C: -5.7597 -10.7257 4.5401  -2.033
Cl: -4.3063 -9.7431 4.2896  0.517
Cl: -5.3865 -12.4282 4.2120  0.517
Cl: -6.3063 -10.5552 6.2192  0.504
Cl: -7.0382 -10.1788 3.4426  0.495
C: 8.6186 -0.0917 -5.7999  -2.000
Cl: 7.5283 -0.0494 -7.1985  0.458
Cl: 7.8881 -1.0642 -4.5128  0.556
Cl: 10.1724 -0.8090 -6.2779  0.505
Cl: 8.8876 1.5606 -5.2121  0.519

Calculated values
total energy: -857781.9557 eV
strongest force on any atom: 0.07941 Eh/bohr
LUMO level: 0.89 eV
HOMO: -5.7 eV
HOMO-LUMO gap: 6.55 eV
net charge: -1

---

# 2
The ion C3H7N2S with charge +1 at a distorted geometry. Source: OMol25; level of theory: ωB97M-V/def2-TZVPD.

Each line ends with the Löwdin charge.
Element x y z (Å)
C: -1.1074 0.0801 1.1890  -0.400
C: -1.0463 -0.9857 0.2819  -0.264
C: 1.0136 0.2411 -1.2189  -0.509
N: -1.1729 1.2401 0.8173  0.244
N: 1.5254 0.7751 -0.0619  -0.013
S: -0.8397 0.1722 -1.2959  1.127
H: -1.1514 -0.1470 2.2244  0.147
H: -2.0028 -1.5524 0.1341  0.132
H: 1.3571 0.8188 -2.0802  0.104
H: 1.2190 -0.8993 -1.2692  0.132
H: 1.3489 1.7473 0.0130  0.084
H: -0.2934 -1.7132 0.4750  0.102
H: 1.1502 0.2228 0.7912  0.115

Calculated values
total energy: -17028.6549 eV
strongest force on any atom: 0.07629 Eh/bohr
LUMO level (alpha / beta): -6.63 / -7.56 eV
HOMO (alpha / beta): -14.5 / -14.5 eV
HOMO-LUMO gap (alpha / beta): 7.89 / 6.89 eV
ΔE to the lowest compared entry with this formula, charge and spin: 113.4 kcal/mol
net charge: +1

---

# 3
The molecule C4H7F at a distorted geometry. Source: OMol25; level of theory: ωB97M-V/def2-TZVPD.

Each line ends with the Löwdin charge.
Element x y z (Å)
C: 1.2501 -0.3030 -0.0448  -0.243
C: 0.3810 0.8113 0.1972  -0.224
C: -0.8491 -0.0647 0.4464  -0.246
C: -1.9214 -0.1189 -0.4129  -0.015
H: 1.4359 -1.0164 0.8736  0.148
H: 1.0199 -0.9919 -0.8860  0.124
H: 0.2230 1.4885 -0.6997  0.133
H: 1.0638 1.2553 1.1223  0.183
H: -0.7767 -1.0503 1.1602  0.149
H: -1.9541 1.0030 -0.9666  0.122
H: -2.6267 -0.9576 -0.5135  0.051
F: 2.7542 -0.0552 -0.2763  -0.183

Calculated values
total energy: -6975.6184 eV
strongest force on any atom: 0.14405 Eh/bohr
LUMO level: 0.92 eV
HOMO: -10.0 eV
HOMO-LUMO gap: 10.95 eV
SMILES string: C=CCCF
ΔE to the lowest compared entry with this formula, charge and spin: 59.4 kcal/mol
net charge: 0

---

# 4
The molecule C6H13N3 at a distorted geometry. Source: OMol25; level of theory: ωB97M-V/def2-TZVPD.

Each line ends with the Löwdin charge.
Element x y z (Å)
C: 1.2774 -0.4561 -0.6496  -0.292
C: -2.5514 0.6657 0.3346  -0.045
C: 2.1708 -0.9736 0.4558  -0.072
C: -1.0545 0.6304 0.1368  -0.363
C: -0.3583 1.7527 -0.0541  -0.125
N: -1.0689 -1.7375 0.3775  0.037
N: 1.3038 -1.2710 -1.8046  0.057
C: 0.2070 2.8840 0.2734  -0.056
N: -0.3597 -0.5502 0.0578  -0.101
H: 1.5617 0.5566 -0.9242  0.120
H: -1.5844 -1.6303 1.2529  0.079
H: -0.4113 -2.4947 0.5513  0.066
H: 0.7626 -2.1110 -1.6172  0.079
H: 0.8363 -0.7914 -2.5674  0.088
H: -2.9648 1.6181 -0.0072  0.083
H: -3.0548 -0.1287 -0.2228  0.067
H: -2.7950 0.5569 1.3967  0.081
H: 3.2180 -0.9966 0.1288  0.083
H: 2.1096 -0.3220 1.3308  0.080
H: 1.8817 -1.9822 0.7650  0.066
H: 1.0916 3.2422 -0.2461  0.030
H: -0.2175 3.5387 1.0319  0.040

Calculated values
total energy: -10898.2255 eV
strongest force on any atom: 0.05192 Eh/bohr
LUMO level (alpha / beta): 0.82 / 0.82 eV
HOMO (alpha / beta): -6.3 / -6.3 eV
HOMO-LUMO gap (alpha / beta): 7.12 / 7.12 eV
SMILES string: C=C=C(C)N(N)[C@@H](C)N
ΔE to the lowest compared entry with this formula, charge and spin: 119.6 kcal/mol
net charge: 0

---

# 5
A structure of composition C37H34BN5O2Pt at a distorted geometry. Source: OMol25; level of theory: ωB97M-V/def2-TZVPD.

Each line ends with the Löwdin charge.
Element x y z (Å)
Pt: -0.3071 0.0756 -2.0729  1.081
C: 0.4690 0.8493 5.0834  -0.043
C: 1.4489 -0.1994 4.6329  -0.215
C: 2.2835 -0.8393 5.5378  -0.051
C: 3.1788 -1.8182 5.1304  -0.093
C: 3.2259 -2.1827 3.7954  -0.086
C: 2.3940 -1.5684 2.8729  -0.031
C: 1.5142 -0.5652 3.2801  -0.194
N: 0.6328 0.0702 2.3880  0.150
C: 0.7088 0.1969 1.0088  -0.349
N: 1.9638 0.2355 0.4984  0.145
C: 2.4729 0.2522 -0.8284  -0.196
C: 1.6945 0.0968 -1.9851  -0.294
C: 2.3541 0.1382 -3.2216  -0.139
C: 3.7226 0.3426 -3.3164  -0.102
C: 4.4694 0.4792 -2.1577  -0.076
C: 3.8662 0.4250 -0.9113  -0.226
C: 4.7163 0.5638 0.3290  -0.049
N: -0.3531 0.3671 0.3110  0.066
C: -1.6337 0.2762 0.8557  -0.279
C: -2.2977 -0.9567 0.8892  -0.028
C: -3.6239 -1.0310 1.2866  -0.090
C: -4.2999 0.1209 1.6697  -0.102
C: -3.6296 1.3357 1.6816  -0.058
C: -2.3007 1.4383 1.2847  -0.222
C: -1.5636 2.7479 1.3459  -0.026
H: 0.6284 1.0971 6.1311  0.077
H: -0.5617 0.4955 4.9774  0.087
H: 0.5698 1.7639 4.4951  0.079
H: 2.2294 -0.5634 6.5842  0.109
H: 3.8190 -2.3043 5.8545  0.100
H: 3.8956 -2.9667 3.4661  0.104
H: 2.3963 -1.8945 1.8412  0.117
H: -0.2772 0.2896 2.7596  0.121
H: 2.6783 0.2616 1.2049  0.092
H: 1.7773 0.0028 -4.1249  0.084
H: 4.2067 0.3827 -4.2848  0.096
H: 5.5430 0.6146 -2.2240  0.102
H: 5.7656 0.6365 0.0508  0.076
H: 4.6125 -0.2983 0.9949  0.075
H: 4.4580 1.4655 0.8933  0.087
H: -1.7527 -1.8392 0.5802  0.108
H: -4.1288 -1.9890 1.3010  0.102
H: -5.3425 0.0736 1.9574  0.096
H: -4.1461 2.2275 2.0202  0.109
H: -2.2604 3.5865 1.3719  0.080
H: -0.9061 2.8664 0.4862  0.063
H: -0.9360 2.8006 2.2404  0.077
N: -2.4595 0.2435 -2.3186  -0.007
C: -2.8287 1.6493 -2.2586  -0.211
C: -4.1490 2.0333 -2.1839  -0.011
C: -4.4912 3.3877 -2.1323  -0.064
C: -3.5152 4.3522 -2.1674  -0.026
C: -2.1552 3.9925 -2.2171  -0.156
C: -1.1098 4.9329 -2.1765  -0.002
C: 0.1879 4.4822 -2.1638  -0.035
C: 0.4469 3.1145 -2.2056  -0.091
N: -0.5057 2.2013 -2.2612  -0.016
C: -1.8046 2.6139 -2.2581  -0.171
H: -2.8182 -0.1663 -3.1734  0.112
H: -2.8996 -0.2551 -1.5451  0.090
H: -4.9162 1.2696 -2.1505  0.121
H: -5.5305 3.6796 -2.0588  0.108
H: -3.7786 5.4026 -2.1491  0.116
H: -1.3337 5.9913 -2.1446  0.120
H: 1.0112 5.1810 -2.1089  0.110
H: 1.4600 2.7301 -2.1992  0.115
O: -0.3345 -2.8289 -3.2015  0.116
B: -0.1894 -1.9571 -2.1036  -0.620
O: -0.0156 -2.7599 -0.9476  0.088
C: -0.0595 -4.0638 -1.3470  -0.218
C: 0.0295 -5.2123 -0.5910  -0.003
C: -0.0696 -6.4242 -1.2715  -0.104
C: -0.2547 -6.4664 -2.6474  -0.104
C: -0.3543 -5.3009 -3.4047  0.000
C: -0.2527 -4.1054 -2.7267  -0.216
H: 0.1654 -5.1704 0.4818  0.115
H: -0.0098 -7.3509 -0.7153  0.096
H: -0.3298 -7.4258 -3.1430  0.096
H: -0.5098 -5.3300 -4.4748  0.116

Calculated values
total energy: -54393.8461 eV
strongest force on any atom: 0.03414 Eh/bohr
LUMO level: -0.49 eV
HOMO: -6.1 eV
HOMO-LUMO gap: 5.61 eV
ΔE to the lowest compared entry with this formula, charge and spin: 1.6 kcal/mol
net charge: 0

---

# 6
A cluster of 6 separate species, H14NO5 in total. Source: OMol25; level of theory: ωB97M-V/def2-TZVPD.

Each line ends with the Löwdin charge.
Element x y z (Å)
N: 0.0189 1.1268 -0.5907  0.187
H: 0.7275 0.4091 -0.8559  0.047
H: -0.5668 1.1619 -1.4279  0.093
H: 0.4594 2.0232 -0.3844  0.075
H: -0.4824 0.7404 0.2376  0.064
H: -2.2142 -3.2623 1.9930  0.054
H: -0.7431 -3.0458 2.4509  0.058
O: -1.4865 -2.6326 1.9925  -0.087
H: 2.4155 -0.9101 -0.8445  -0.014
H: 2.2856 -0.8470 -2.3747  0.007
O: 1.7422 -0.8973 -1.5631  -0.284
H: -0.0128 -1.1490 -2.4647  -0.011
H: -1.2148 -0.8375 -3.3686  0.034
O: -0.9092 -0.7690 -2.4568  -0.133
H: -1.9806 0.5817 2.2159  0.052
H: -1.5290 -0.8200 1.7312  0.014
O: -1.4356 0.1416 1.5549  -0.104
H: 1.1743 2.5218 1.8471  0.034
H: 2.1367 3.6231 1.2658  0.044
O: 1.6150 2.8409 1.0424  -0.131

Calculated values
<S²>: 0.750
total energy: -11952.5224 eV
strongest force on any atom: 0.01186 Eh/bohr
LUMO level (alpha / beta): 0.45 / 0.29 eV
HOMO (alpha / beta): -2.5 / -11.3 eV
HOMO-LUMO gap (alpha / beta): 2.96 / 11.58 eV
spin multiplicity: 2
ΔE to the lowest compared entry with this formula, charge and spin: 0.0 kcal/mol
net charge: 0